[1]
Computed, not measured: a cluster of 7 separate species, C25H53NO9S6 in total, with ωB97M-V/def2-TZVPD.

## Properties
HOMO level ... -8.2 eV
Largest force on an atom ... 0.0816 hartree/bohr

Last column: Löwdin charge in e.
Atoms and positions in Å:
C -0.60 -0.96 -3.09  -0.0633
C -0.49 -0.95 -1.48  -0.2372
O 0.33 0.17 -1.03  -0.1016
C 1.66 0.07 -1.49  -0.1396
C 2.43 -1.03 -1.01  0.0921
C 3.91 -1.19 -1.53  -0.2604
O 4.79 -1.85 -0.91  0.0236
C 4.26 -0.48 -2.93  -0.0676
C 5.52 -1.12 -3.71  -0.1726
C 4.85 -2.09 -4.83  -0.0915
C 3.53 0.63 -3.43  -0.0595
C 3.93 1.33 -4.80  -0.1033
C 2.81 1.30 -5.93  -0.3467
C 1.63 0.24 -6.06  -0.0565
N 2.88 2.23 -6.88  0.0872
C 2.33 1.13 -2.50  -0.1915
O 1.91 2.31 -2.49  0.0690
H 0.01 -1.79 -3.58  0.0739
H -0.24 0.07 -3.46  0.0775
H -1.69 -1.06 -3.43  0.0699
H -1.53 -0.82 -0.98  0.1144
H -0.11 -1.97 -1.11  0.0940
H 2.00 -1.78 -0.26  0.1329
H 6.17 -0.31 -4.17  0.0966
H 6.15 -1.79 -3.03  0.1060
H 4.34 -1.41 -5.60  0.0707
H 3.99 -2.64 -4.30  0.0872
H 5.61 -2.80 -5.31  0.0727
H 4.91 0.96 -5.26  0.0680
H 4.11 2.44 -4.55  0.1373
H 0.68 0.85 -6.30  0.0908
H 1.83 -0.37 -7.01  0.0866
H 1.47 -0.42 -5.15  0.0504
H 3.71 2.82 -6.66  0.0285
C 7.14 2.17 -8.97  -0.2623
S 6.79 1.14 -7.53  0.8385
O 5.92 1.93 -6.61  -0.5652
C 8.47 1.18 -6.85  -0.2626
H 6.22 2.31 -9.52  0.0547
H 7.53 3.14 -8.64  0.0595
H 7.88 1.67 -9.60  0.0533
H 8.77 2.21 -6.66  0.0599
H 9.16 0.71 -7.56  0.0539
H 8.48 0.62 -5.92  0.0462
C -4.15 1.42 -0.61  -0.2597
S -5.10 0.14 -1.46  0.8083
O -4.22 -0.44 -2.52  -0.5684
C -6.25 1.27 -2.26  -0.2713
H -3.33 0.94 -0.07  0.0405
H -3.73 2.12 -1.34  0.0614
H -4.79 1.94 0.10  0.0401
H -5.71 1.98 -2.88  0.0591
H -6.83 1.80 -1.49  0.0045
H -6.93 0.69 -2.88  0.0485
C -1.52 -1.43 3.18  -0.2600
S -0.58 -2.47 2.04  0.8461
O -1.17 -2.27 0.68  -0.5732
C -1.20 -4.04 2.67  -0.2671
H -1.32 -0.39 2.95  0.0518
H -2.59 -1.63 3.08  0.0615
H -1.20 -1.64 4.21  0.0083
H -2.28 -4.08 2.59  0.0613
H -0.89 -4.16 3.71  0.0180
H -0.76 -4.84 2.07  0.0505
C -1.88 -3.15 8.23  -0.2555
S -1.17 -3.93 6.77  0.8420
O -1.08 -2.88 5.71  -0.5789
C -2.61 -4.95 6.39  -0.2614
H -1.17 -2.43 8.63  0.0184
H -2.81 -2.63 7.97  0.0671
H -2.08 -3.91 8.99  0.0619
H -3.49 -4.32 6.24  0.0619
H -2.78 -5.66 7.20  0.0544
H -2.40 -5.51 5.47  0.0441
C -8.56 4.26 2.22  -0.2693
S -8.62 3.79 0.47  0.8323
O -7.41 2.95 0.20  -0.5685
C -8.28 5.44 -0.17  -0.2673
H -8.71 3.36 2.82  0.0509
H -7.59 4.70 2.45  0.0586
H -9.36 4.97 2.43  0.0528
H -7.33 5.81 0.21  0.0593
H -9.09 6.12 0.12  0.0531
H -8.23 5.38 -1.26  0.0515
C 0.19 1.21 11.60  -0.2711
S -0.26 0.04 10.30  0.7997
O -1.27 -0.90 10.87  -0.5610
C 1.32 -0.81 10.25  -0.2670
H -0.67 1.83 11.83  0.0504
H 0.49 0.66 12.50  0.0580
H 1.01 1.84 11.26  0.0531
H 1.55 -1.23 11.23  0.0595
H 2.11 -0.12 9.95  0.0548
H 1.26 -1.62 9.52  0.0423



[2]
Computed, not measured: a cluster of 3 separate species, C25H54BClO11S in total, with ωB97M-V/def2-TZVPD.

## Properties
Structure (SMILES) ... CCC[C@H](C)[C@@](CCCCS(=O)(=O)Cl)(OC=O)B(O)CC.COCCOCCOC.COCCOCCOC
HOMO level ... -9.2 eV
Largest force on an atom ... 0.1163 hartree/bohr

Last column: Löwdin charge in e.
Atoms and positions in Å:
C 5.33 -4.79 -1.61  -0.1268
C 4.32 -4.66 -2.89  -0.2242
C 4.35 -3.13 -3.46  -0.1634
C 2.85 -2.68 -3.81  -0.2681
C 2.85 -2.16 -5.35  -0.0662
C 2.14 -1.68 -2.78  -0.3083
C 0.80 -1.13 -3.53  -0.1076
C -0.21 -2.28 -3.99  -0.1700
C -1.18 -2.81 -2.82  -0.2038
C -2.15 -1.68 -2.23  -0.2568
S -3.89 -2.37 -2.02  0.4437
O -3.73 -3.81 -1.56  -0.3848
O -4.55 -2.28 -3.38  -0.3964
Cl -4.87 -1.17 -0.63  0.3711
O 1.65 -2.31 -1.56  -0.0235
C 2.67 -2.59 -0.63  -0.2370
O 2.32 -2.95 0.52  0.0294
B 2.99 -0.30 -2.49  -0.3313
O 4.10 0.13 -3.34  0.0474
C 2.58 0.69 -1.23  -0.1407
C 3.91 0.94 -0.37  -0.1158
H 5.69 -5.88 -1.57  0.0769
H 4.71 -4.60 -0.66  0.0657
H 6.18 -4.03 -1.64  0.0732
H 3.28 -4.94 -2.47  0.1043
H 4.58 -5.41 -3.70  0.1025
H 4.89 -2.52 -2.66  0.0941
H 5.01 -3.17 -4.39  0.1159
H 2.22 -3.65 -3.82  0.1352
H 3.26 -1.11 -5.47  0.0800
H 1.82 -2.30 -5.84  0.0822
H 3.55 -2.86 -5.95  0.0911
H 0.25 -0.52 -2.71  0.1247
H 1.05 -0.36 -4.35  0.1334
H -0.93 -1.78 -4.76  0.1301
H 0.25 -3.16 -4.54  0.1052
H -0.63 -3.33 -1.97  0.1195
H -1.83 -3.62 -3.32  0.1205
H -2.17 -0.75 -2.90  0.1206
H -1.75 -1.37 -1.20  0.0934
H 3.79 -2.58 -0.83  0.1527
H 3.74 0.68 -4.09  0.1152
H 2.07 1.63 -1.63  0.1096
H 1.79 0.16 -0.57  0.1051
H 3.86 0.41 0.65  0.0864
H 4.05 2.05 -0.17  0.0721
H 4.86 0.57 -0.88  0.0741
C 0.10 8.18 -0.34  -0.1097
O -0.54 6.94 -0.10  -0.2052
C -0.60 6.13 -1.26  -0.1981
C -0.82 4.67 -0.89  -0.1741
O 0.38 4.01 -0.48  -0.1460
C 0.88 4.36 0.81  -0.1704
C 0.06 3.76 1.94  -0.1939
O -1.11 4.54 2.18  -0.2052
C -2.10 3.82 2.88  -0.1021
H -0.45 8.75 -1.10  0.0856
H 0.11 8.75 0.59  0.0894
H 1.13 8.02 -0.66  0.0869
H 0.32 6.22 -1.85  0.1263
H -1.45 6.48 -1.86  0.1258
H -1.16 4.14 -1.78  0.1244
H -1.61 4.56 -0.13  0.1209
H 0.99 5.44 0.91  0.1207
H 1.88 3.92 0.85  0.1200
H 0.65 3.77 2.87  0.1279
H -0.21 2.73 1.70  0.1176
H -2.43 2.95 2.29  0.0856
H -2.96 4.48 3.03  0.0884
H -1.73 3.49 3.85  0.0887
C -1.47 -0.80 2.09  -0.0980
O -2.57 -0.76 2.98  -0.2046
C -3.48 -1.83 2.75  -0.1979
C -4.36 -2.05 3.98  -0.1703
O -3.71 -2.81 5.00  -0.1323
C -2.69 -2.12 5.74  -0.1737
C -3.26 -1.11 6.72  -0.1970
O -3.60 0.10 6.05  -0.2092
C -4.52 0.88 6.79  -0.1117
H -1.80 -0.72 1.05  0.0634
H -0.82 0.05 2.31  0.0824
H -0.89 -1.72 2.24  0.0950
H -2.94 -2.75 2.52  0.1338
H -4.11 -1.55 1.90  0.0604
H -5.22 -2.65 3.68  0.1278
H -4.75 -1.11 4.38  0.1196
H -1.95 -1.68 5.07  0.1198
H -2.18 -2.90 6.31  0.1262
H -2.50 -0.86 7.48  0.1254
H -4.14 -1.53 7.22  0.1268
H -5.46 0.34 6.93  0.0874
H -4.73 1.79 6.22  0.0864
H -4.10 1.16 7.76  0.0863



no.,Kohn-Sham gap (eV)
1,7.77
2,8.46